{
  "formula": "C18H20N2O4S",
  "method": "ωB97M-V with the def2-TZVPD basis set",
  "smiles": "CCCCN(Cc1ccccc1)S(=O)(=O)c1ccc2[nH]c(=O)oc2c1",
  "relative_energy_ev": 1.0926,
  "spin_multiplicity": 1,
  "gap_ha": 0.346,
  "elements": ["C", "C", "C", "C", "N", "C", "C", "C", "C", "C", "C", "C", "S", "O", "O", "C", "C", "C", "C", "N", "C", "O", "O", "C", "C", "H", "H", "H", "H", "H", "H", "H", "H", "H", "H", "H", "H", "H", "H", "H", "H", "H", "H", "H", "H"],
  "positions_angstrom": [[0.9415, 4.7616, 1.5781], [0.3986, 3.8026, 2.6314], [-0.3915, 2.6517, 2.0050], [0.5332, 1.5665, 1.4407], [-0.0606, 0.7800, 0.3787], [-1.2172, -0.0275, 0.7158], [-0.7937, -1.2099, 1.5454], [-1.2351, -1.3692, 2.8509], [-0.8158, -2.4512, 3.6070], [0.0550, -3.3800, 3.0654], [0.5039, -3.2248, 1.7637], [0.0815, -2.1466, 1.0081], [-0.1928, 1.5452, -1.0998], [0.9153, 2.4422, -1.2333], [-1.5173, 2.0470, -1.3352], [0.0796, 0.1357, -2.1786], [1.3260, -0.4659, -2.1364], [1.6113, -1.5742, -2.9208], [0.5966, -2.0426, -3.7356], [0.5087, -3.0879, -4.6254], [-0.7542, -3.1115, -5.1888], [-1.1663, -3.8857, -5.9971], [-1.4657, -2.0810, -4.6506], [-0.6631, -1.4210, -3.7689], [-0.9467, -0.3189, -2.9918], [0.1215, 5.2742, 1.0806], [1.5867, 5.5077, 2.0367], [1.5082, 4.2303, 0.8180], [1.2204, 3.3921, 3.2232], [-0.2525, 4.3559, 3.3120], [-1.0032, 3.0391, 1.1867], [-1.0563, 2.2141, 2.7531], [1.4122, 2.0299, 0.9924], [0.8582, 0.8797, 2.2279], [-1.9809, 0.5618, 1.2364], [-1.6420, -0.3666, -0.2325], [-1.9143, -0.6454, 3.2781], [-1.1679, -2.5666, 4.6214], [0.3838, -4.2227, 3.6550], [1.1836, -3.9482, 1.3376], [0.4298, -2.0173, -0.0067], [2.0700, -0.0435, -1.4812], [2.5789, -2.0484, -2.8977], [1.2318, -3.7442, -4.8642], [-1.8992, 0.1835, -3.0049]]
}